{
  "formula": "C3H4LiO3Pt",
  "method": "ωB97M-V with the def2-TZVPD basis set",
  "s2": 3.76,
  "e_homo_ha": [-0.63587, -0.63571],
  "lumo_energy_ev": [-10.96, -13.40],
  "spin_multiplicity": 4,
  "gap_ha": [0.2332, 0.1432],
  "charge": 2,
  "de_lowest_kcal_mol": 111.3,
  "symbols": ["C", "C", "H", "H", "H", "O", "C", "O", "O", "Pt", "Li", "H"],
  "positions_angstrom": [[-2.704, 0.905, -0.058], [-2.802, -0.324, -0.615], [-2.458, 0.325, -1.615], [-3.523, 1.018, 0.672], [-3.568, -1.013, -0.244], [0.126, 1.924, 1.876], [0.997, 1.228, 1.276], [0.783, 0.287, 0.505], [2.240, 1.519, 1.498], [-0.297, 3.265, 2.595], [-0.702, -0.828, 0.309], [-2.012, 1.749, -0.059]],
  "forces_ev_per_angstrom": [[-2.557, -0.875, 4.068], [2.292, 3.838, -2.600], [-0.335, -3.756, 0.522], [0.665, 0.823, 0.516], [0.089, 0.286, -1.053], [0.534, -12.271, -5.540], [4.751, -3.711, -3.534], [-0.493, 1.610, 1.526], [-0.186, 0.123, 0.109], [-4.321, 14.769, 7.878], [-0.355, -0.463, -0.530], [-0.083, -0.372, -1.361]]
}

{
  "formula": "C38H56BaN7O3Si3",
  "method": "ωB97M-V with the def2-TZVPD basis set",
  "e_homo_ha": -0.14323,
  "lumo_energy_ev": 2.14,
  "gap_ha": 0.2218,
  "charge": -1,
  "de_lowest_kcal_mol": 0.0,
  "symbols": ["Ba", "C", "C", "C", "C", "C", "C", "N", "C", "C", "C", "C", "C", "N", "C", "C", "C", "C", "C", "C", "N", "H", "H", "H", "H", "H", "H", "H", "H", "H", "H", "H", "H", "H", "H", "H", "C", "C", "C", "C", "C", "C", "N", "N", "Si", "C", "C", "C", "H", "H", "H", "H", "H", "H", "H", "H", "H", "H", "H", "H", "H", "H", "H", "C", "Si", "C", "C", "C", "Si", "C", "C", "C", "H", "H", "H", "H", "H", "H", "H", "H", "H", "H", "H", "H", "H", "H", "H", "H", "H", "H", "H", "O", "H", "H", "C", "N", "C", "C", "C", "O", "N", "C", "O", "H", "H", "H", "H", "H"],
  "positions_angstrom": [[-0.037, -0.190, 0.265], [3.479, 1.265, 1.247], [2.456, 2.329, 1.489], [2.775, 3.677, 1.336], [1.794, 4.626, 1.515], [0.530, 4.217, 1.911], [0.300, 2.862, 2.077], [1.230, 1.931, 1.832], [-1.037, 2.364, 2.576], [-1.893, 3.208, 3.269], [-3.105, 2.703, 3.706], [-3.417, 1.379, 3.471], [-2.497, 0.576, 2.805], [-1.343, 1.082, 2.357], [-2.728, -0.911, 2.620], [-3.842, -1.536, 3.156], [-3.946, -2.911, 3.024], [-2.929, -3.612, 2.409], [-1.833, -2.919, 1.903], [-0.658, -3.624, 1.290], [-1.773, -1.584, 1.979], [4.465, 1.597, 1.578], [3.538, 1.046, 0.181], [3.226, 0.341, 1.761], [3.784, 3.952, 1.058], [2.003, 5.675, 1.353], [-0.265, 4.935, 2.044], [-1.613, 4.230, 3.474], [-3.797, 3.339, 4.242], [-4.358, 0.975, 3.812], [-4.618, -0.985, 3.665], [-4.810, -3.432, 3.416], [-2.958, -4.689, 2.324], [-0.780, -4.706, 1.350], [0.251, -3.332, 1.818], [-0.552, -3.360, 0.238], [-2.998, 2.793, -0.238], [-1.656, 3.242, -0.747], [-1.495, 4.548, -1.172], [-0.265, 4.893, -1.738], [0.717, 3.954, -1.883], [0.500, 2.602, -1.453], [-0.696, 2.314, -0.828], [1.385, 1.616, -1.592], [2.703, 1.688, -2.677], [3.614, 0.052, -2.702], [2.144, 2.002, -4.428], [3.991, 2.990, -2.218], [-3.713, 2.746, -1.063], [-3.397, 3.484, 0.506], [-2.960, 1.800, 0.200], [-2.312, 5.253, -1.097], [-0.087, 5.907, -2.082], [1.668, 4.221, -2.323], [2.943, -0.773, -2.953], [4.138, -0.175, -1.769], [4.375, 0.081, -3.488], [1.555, 1.159, -4.793], [3.009, 2.133, -5.086], [1.524, 2.898, -4.501], [3.874, 3.305, -1.180], [3.905, 3.882, -2.845], [5.006, 2.602, -2.339], [0.531, -3.968, -2.261], [-0.720, -2.733, -2.935], [0.238, -1.375, -3.835], [-1.548, -3.714, -4.326], [-1.764, -2.020, -1.666], [-3.205, -1.049, -2.102], [-2.815, 0.530, -3.056], [-4.537, -1.860, -3.175], [-4.170, -0.577, -0.546], [1.156, -4.352, -3.074], [0.006, -4.825, -1.824], [1.176, -3.546, -1.492], [1.076, -1.784, -4.409], [0.624, -0.631, -3.132], [-0.409, -0.839, -4.535], [-0.808, -4.177, -4.988], [-2.200, -3.087, -4.938], [-2.165, -4.510, -3.899], [-2.131, -2.813, -0.993], [-2.480, 0.287, -4.068], [-2.023, 1.119, -2.592], [-3.706, 1.159, -3.152], [-4.183, -2.040, -4.192], [-5.429, -1.227, -3.239], [-4.832, -2.827, -2.756], [-3.540, -0.117, 0.217], [-4.588, -1.486, -0.099], [-4.997, 0.108, -0.761], [1.994, -1.464, -0.269], [2.645, -1.791, 0.429], [2.530, -1.152, -1.005], [5.356, -2.884, 3.665], [3.944, -2.602, 3.835], [3.391, -2.664, 5.087], [2.101, -2.394, 5.291], [1.265, -2.025, 4.140], [0.070, -1.775, 4.299], [1.862, -1.929, 2.904], [3.158, -2.221, 2.748], [3.733, -2.187, 1.632], [5.620, -3.752, 4.272], [5.976, -2.036, 3.968], [5.550, -3.102, 2.620], [4.072, -2.954, 5.879], [1.656, -2.453, 6.272]],
  "forces_ev_per_angstrom": [[-0.536, -0.062, -0.409], [0.153, -0.024, 0.050], [-0.091, -0.119, -0.051], [0.096, -0.065, 0.011], [-0.078, 0.042, 0.032], [0.027, 0.106, -0.065], [-0.423, -0.368, 0.159], [-0.012, 0.336, 0.216], [0.271, -0.091, -0.209], [-0.062, 0.020, 0.039], [0.005, 0.084, 0.013], [-0.078, -0.058, -0.001], [0.152, -0.293, -0.039], [-0.164, 0.118, 0.221], [0.332, 0.452, 0.028], [-0.089, -0.130, -0.004], [-0.057, 0.011, 0.024], [0.079, -0.074, -0.018], [0.082, 0.240, -0.021], [-0.162, -0.025, 0.127], [-0.213, -0.156, 0.154], [-0.003, -0.011, -0.031], [-0.022, 0.016, -0.046], [-0.070, 0.012, 0.018], [-0.011, 0.034, -0.003], [-0.003, 0.000, 0.001], [0.001, 0.014, -0.013], [-0.025, 0.002, 0.024], [-0.008, -0.006, -0.011], [-0.002, 0.033, 0.017], [0.012, 0.004, 0.004], [0.006, 0.006, 0.011], [-0.040, -0.005, 0.007], [-0.009, 0.006, 0.017], [0.000, 0.043, -0.011], [0.010, 0.087, -0.030], [-0.135, 0.033, 0.118], [0.076, -0.128, -0.046], [0.036, 0.034, 0.007], [-0.025, 0.090, -0.049], [-0.008, -0.069, 0.019], [-0.051, 0.087, 0.216], [0.080, 0.217, -0.283], [-0.174, -0.154, 0.095], [-0.242, -0.001, 0.327], [0.088, -0.163, -0.029], [0.023, 0.094, -0.272], [0.195, 0.142, -0.058], [0.045, -0.003, -0.003], [-0.003, 0.058, 0.012], [0.126, 0.017, 0.018], [0.012, 0.021, 0.008], [-0.016, 0.009, 0.016], [-0.004, 0.005, -0.006], [-0.009, -0.029, 0.005], [0.010, 0.015, 0.020], [0.015, 0.019, 0.013], [-0.006, -0.027, -0.008], [-0.038, -0.009, -0.049], [0.007, 0.004, 0.012], [-0.005, -0.010, 0.020], [0.014, 0.014, 0.017], [0.014, 0.015, -0.009], [0.001, -0.200, 0.052], [0.289, 0.157, -0.247], [0.088, 0.026, -0.071], [-0.126, -0.140, -0.070], [-0.075, -0.103, 0.466], [-0.132, 0.285, -0.110], [0.068, 0.088, -0.085], [-0.154, -0.152, -0.047], [-0.100, -0.037, 0.125], [0.027, 0.005, 0.027], [0.030, 0.000, -0.002], [0.061, 0.050, 0.029], [0.002, 0.023, -0.003], [0.019, 0.007, -0.006], [-0.020, 0.005, -0.001], [0.012, -0.003, -0.009], [-0.025, 0.028, -0.011], [-0.011, -0.018, -0.048], [0.020, 0.018, 0.005], [-0.012, -0.027, -0.024], [0.012, 0.042, 0.040], [0.001, 0.001, 0.002], [0.026, -0.003, -0.019], [-0.025, -0.017, -0.003], [-0.042, 0.007, -0.009], [-0.016, -0.011, -0.029], [-0.017, 0.015, 0.017], [-0.009, -0.004, 0.014], [1.315, -0.701, 0.088], [-0.169, 0.082, -0.109], [0.010, -0.041, -0.085], [-0.017, -0.082, 0.015], [0.131, -0.037, 0.285], [0.089, -0.014, -0.048], [-0.030, -0.083, -0.077], [-0.060, 0.403, -0.074], [-0.078, -0.095, 0.011], [0.199, -0.085, 0.239], [-0.206, -0.065, -0.442], [-0.119, 0.127, -0.077], [0.046, 0.023, -0.007], [-0.006, 0.023, -0.011], [-0.045, 0.017, -0.011], [-0.009, 0.017, 0.004], [-0.039, 0.014, -0.003]]
}

{
  "formula": "C4H5NO",
  "method": "ωB97M-V with the def2-TZVPD basis set",
  "e_homo_ha": -0.34295,
  "lumo_energy_ev": 0.90,
  "smiles": "Cc1cnoc1",
  "gap_ha": 0.3761,
  "de_lowest_kcal_mol": 43.7,
  "symbols": ["C", "C", "C", "O", "N", "C", "H", "H", "H", "H", "H"],
  "positions_angstrom": [[-1.477, -0.076, 0.029], [0.007, -0.003, 0.003], [0.869, -1.036, 0.131], [2.140, -0.678, 0.064], [2.118, 0.899, -0.151], [0.848, 1.136, -0.164], [-1.776, -1.117, 0.174], [-1.899, 0.507, 0.851], [-1.917, 0.269, -0.910], [0.543, -2.073, 0.275], [0.544, 2.171, -0.300]],
  "forces_ev_per_angstrom": [[-0.229, -0.046, 0.016], [-0.019, 0.061, -0.014], [-0.424, 0.242, -0.031], [-0.116, 2.323, -0.317], [-0.138, -2.784, 0.387], [0.203, -0.062, 0.007], [-0.085, 0.106, -0.018], [-0.015, -0.009, -0.101], [-0.016, 0.012, 0.103], [0.790, 0.309, -0.049], [0.050, -0.152, 0.018]]
}